Entry 1:
C4H11N2 | ωB97M-V/def2-TZVPD

Geometry as XYZ:
```
17
Properties=species:S:1:pos:R:3:mulliken_charge:R:1
C 0.6072 -0.0744 0.4256 0.2512
C 0.2539 0.8514 -0.6671 -0.3261
C 0.2536 0.2597 1.9064 -1.4019
C 0.2578 -1.9739 -1.1873 -0.7675
N -0.3183 -0.8950 -0.3576 -0.3085
N -1.0035 1.5878 -0.4103 -0.2053
H 1.6169 -0.3921 0.2446 0.4382
H 0.8647 1.1441 -1.6192 0.3820
H 0.6472 -0.4229 2.6544 0.3693
H -0.8764 0.1222 2.0435 0.3652
H 0.6358 1.2880 2.0928 0.3030
H -0.0212 -1.7680 -2.2561 0.2903
H 1.2921 -1.9625 -1.1318 0.3624
H -0.1386 -2.9727 -0.8236 0.2676
H -1.6510 1.6908 -1.2383 0.3775
H -0.9772 2.4537 0.0664 0.3239
H -1.4432 1.0638 0.2575 0.2786
```

Relative energy (zero: lowest compared OMol25 entry of this formula, charge and spin)   399.49 kJ/mol
Charge   +1
E   -268.15274 Eh
Largest force on an atom   0.074 hartree/bohr
HOMO-LUMO gap   10.41 eV
Highest occupied orbital energy   -13.99 eV

Entry 2:
C4H11N2 | ωB97M-V/def2-TZVPD

Geometry as XYZ:
```
17
Properties=species:S:1:pos:R:3:mulliken_charge:R:1
C -1.2692 1.6268 1.5323 -0.3022
C 0.0620 1.4407 1.5780 -0.9073
C 1.3403 0.0180 -1.6495 -0.8677
C -0.8125 -1.0491 -0.8832 -0.3670
N -1.0579 -2.2243 -0.2701 -0.0923
N 0.5423 -0.5518 -0.5907 0.2289
H -2.1370 1.2334 2.0523 0.3035
H -1.5267 2.5295 0.9043 0.2036
H 0.4076 0.6558 2.2402 0.3737
H 2.4425 0.2497 -1.5185 0.3432
H 1.2791 -0.5135 -2.6002 0.3922
H 0.8700 0.9581 -2.0059 0.3402
H 0.7518 2.0076 1.0530 0.4279
H -0.3077 -2.5379 0.3132 0.1940
H -1.8977 -2.6415 -0.2623 0.2234
H 1.1463 -1.2808 -0.0434 0.4293
H 0.1669 0.0792 0.1503 0.0766
```

Relative energy (zero: lowest compared OMol25 entry of this formula, charge and spin)   482.93 kJ/mol
Charge   +1
E   -268.12096 Eh
Largest force on an atom   0.151 hartree/bohr
HOMO-LUMO gap   10.32 eV
Highest occupied orbital energy   -14.22 eV

Entry 3:
C4H11N2 | ωB97M-V/def2-TZVPD

Geometry as XYZ:
```
17
Properties=species:S:1:pos:R:3:mulliken_charge:R:1
C -0.7951 0.4877 1.1903 -0.2801
C -1.6612 -0.9800 -0.5679 -0.6943
C 0.8786 1.6096 -0.6303 -0.8436
C 1.6082 -1.1489 0.2660 -0.5875
N -1.2041 0.2713 -0.1939 -0.3833
N 0.1050 0.6397 0.0386 0.2495
H -1.3721 1.2029 1.7616 0.3025
H -0.6580 -0.5224 1.6456 0.2351
H -1.4923 -0.9717 -1.5691 0.3032
H -1.0779 -1.7942 0.0049 0.2864
H -2.7140 -0.9042 -0.2767 0.3083
H 1.7658 2.0983 -0.0382 0.3408
H 1.3098 1.2934 -1.5337 0.3669
H 0.2890 2.4778 -0.9566 0.3768
H 1.1192 -1.7525 -0.5104 0.3634
H 2.3286 -0.4350 0.1091 0.3422
H 1.5707 -1.5717 1.2607 0.3138
```

Relative energy (zero: lowest compared OMol25 entry of this formula, charge and spin)   684.71 kJ/mol
Charge   +1
E   -268.04410 Eh
Largest force on an atom   0.098 hartree/bohr
HOMO-LUMO gap (alpha / beta)   8.30 / 8.18 eV
Highest occupied orbital energy (alpha / beta)   -14.16 / -14.12 eV

Entry 4:
C4H11N2O | ωB97M-V/def2-TZVPD

Geometry as XYZ:
```
18
Properties=species:S:1:pos:R:3:mulliken_charge:R:1
C 0.0730 2.3455 -0.7651 -0.3607
C 0.2098 1.2645 0.0531 -0.2113
N -0.3911 0.9740 1.2208 -0.6888
N 0.9292 2.5304 -1.9161 -0.5722
H -0.5997 3.1537 -0.4685 0.2866
H 0.9416 0.5267 -0.3084 0.2421
H -0.5347 -0.5668 1.8041 0.4411
H -0.8273 1.8196 1.5780 0.0577
H 1.6944 3.1795 -1.7559 0.1519
H 0.4093 2.8567 -2.7223 0.2132
C 0.1727 -2.2041 1.0272 -0.3655
O -0.5596 -1.5580 2.0319 -0.6545
C -0.6238 -2.3565 -0.2623 -0.8308
H 0.5038 -3.1728 1.4237 0.3118
H 1.0845 -1.6324 0.8062 0.2333
H -0.1110 -3.0108 -0.9723 0.3014
H -0.7606 -1.3872 -0.7353 0.1973
H -1.6105 -2.7620 -0.0389 0.2472
```

Relative energy (zero: lowest compared OMol25 entry of this formula, charge and spin)   89.86 kJ/mol
Charge   -1
E   -343.73695 Eh
Largest force on an atom   0.010 hartree/bohr
HOMO-LUMO gap   6.34 eV
Highest occupied orbital energy   -2.04 eV

Entry 5:
C4H11N2O | ωB97M-V/def2-TZVPD

Geometry as XYZ:
```
18
Properties=species:S:1:pos:R:3:mulliken_charge:R:1
N -0.8752 -2.3371 0.7307 -0.6179
C 0.4354 -1.6970 0.6637 -0.7385
C 0.4347 -0.1831 0.7366 -0.7440
C -0.1477 0.4874 -0.5065 0.2442
N 0.8716 0.4595 -1.5666 -0.8542
C -0.5327 2.0107 -0.1965 -0.5125
O 0.5079 2.8413 -0.3813 -0.8942
H -1.2881 -2.4033 -0.1854 0.2952
H -1.4929 -1.8331 1.3470 0.2461
H 0.9117 -1.9776 -0.2721 0.3498
H 1.0767 -2.1262 1.4409 0.2739
H 1.4417 0.2021 0.9372 0.3185
H -0.1187 0.2235 1.5958 0.3218
H -1.0269 -0.0583 -0.8654 0.3014
H 0.5191 1.0676 -2.3044 0.2966
H 1.5932 1.0766 -1.1913 0.3118
H -1.4170 2.2442 -0.8455 0.2038
H -0.8928 2.0027 0.8633 0.1981
```

Relative energy (zero: lowest compared OMol25 entry of this formula, charge and spin)   76.75 kJ/mol
Charge   -1
E   -343.74194 Eh
Largest force on an atom   0.018 hartree/bohr
HOMO-LUMO gap   6.76 eV
Highest occupied orbital energy   -2.52 eV
SMILES string   NCC[C@H](N)C[O-]

Entry 6:
C4H11N2O | ωB97M-V/def2-TZVPD

Geometry as XYZ:
```
18
Properties=species:S:1:pos:R:3:mulliken_charge:R:1
N -2.0520 1.7811 -1.6805 -0.7634
C -0.6184 1.8124 -1.2879 -0.3084
O -0.3659 1.7454 0.0255 -0.8761
H -2.4913 2.5617 -1.2022 0.2609
H -2.4597 0.9560 -1.2496 0.2594
H -0.1585 0.9769 -1.8706 0.1543
H -0.2392 2.7490 -1.7615 0.2849
C 1.3268 -2.1987 -0.7868 -0.8352
C 1.1167 -1.2198 0.0895 0.0713
N 0.8465 -1.4063 1.4375 -0.3671
C 0.2701 -0.2447 2.1441 -0.7268
H 1.2723 -3.2373 -0.4878 0.2349
H 1.5406 -1.9486 -1.8169 0.2725
H 1.1380 -0.1686 -0.1814 0.2313
H 0.3746 -2.2788 1.6145 0.2528
H -0.1920 -0.5919 3.0690 0.3505
H 1.0856 0.4068 2.4580 0.1996
H -0.3942 0.3054 1.4872 0.3046
```

Relative energy (zero: lowest compared OMol25 entry of this formula, charge and spin)   128.36 kJ/mol
Charge   -1
E   -343.72229 Eh
Largest force on an atom   0.016 hartree/bohr
HOMO-LUMO gap   6.85 eV
Highest occupied orbital energy   -2.78 eV

Entry 7:
C4H11N2O | ωB97M-V/def2-TZVPD

Geometry as XYZ:
```
18
Properties=species:S:1:pos:R:3:mulliken_charge:R:1
C 0.1972 2.3251 0.0320 -0.7385
C -1.4530 1.4029 -1.5264 -0.2222
N -0.3218 1.9155 -1.2758 0.0270
H 0.1223 3.4075 0.0916 0.3324
H 1.2202 1.9762 0.1260 0.3260
H -0.4158 1.8760 0.8108 0.2909
H -2.1294 1.1339 -0.7266 0.2999
H -1.7392 1.2162 -2.5538 0.3199
H 0.3028 2.0948 -2.0591 0.3050
O 2.0528 -1.8471 1.4366 -0.4305
C 1.0411 -1.2898 1.1334 -0.0104
C 0.0907 -1.7434 0.0536 -0.3543
N -1.2272 -1.1170 0.2412 -0.5234
H 0.7369 -0.3491 1.6471 0.2790
H 0.4932 -1.4144 -0.9101 0.2534
H 0.0696 -2.8308 0.0235 0.3486
H -1.8792 -1.4796 -0.4469 0.2669
H -1.6223 -1.4134 1.1302 0.2301
```

Relative energy (zero: lowest compared OMol25 entry of this formula, charge and spin)   270.76 kJ/mol
Charge   +1
E   -343.46103 Eh
Largest force on an atom   0.011 hartree/bohr
HOMO-LUMO gap   8.11 eV
Highest occupied orbital energy   -13.16 eV

Entry 8:
C4H11N2O | ωB97M-V/def2-TZVPD

Geometry as XYZ:
```
18
Properties=species:S:1:pos:R:3:mulliken_charge:R:1
C -0.1181 1.5460 -1.9791 -0.5592
O 0.1942 0.4373 -1.1933 -0.2600
N -0.5184 0.6141 0.0260 -0.0756
C -1.2180 -0.6073 0.2584 -0.3458
C -0.1213 -1.6217 0.4395 -0.7771
N 0.8890 -0.8107 1.2462 -0.0907
C 0.5650 0.6432 1.1165 -0.5038
H 0.2966 1.2674 -2.9528 0.2735
H 0.5654 2.4831 -1.7192 0.2334
H -1.1841 1.5864 -2.1009 0.2961
H -1.9373 -0.9368 -0.5642 0.3583
H -1.7233 -0.5459 1.3013 0.2661
H -0.1513 -2.6087 0.8129 0.4737
H 0.3505 -1.6704 -0.5466 0.3398
H 0.7857 -1.1564 2.2200 0.3758
H 1.8153 -0.9586 0.9192 0.3277
H 1.3973 1.2551 0.6765 0.3464
H 0.1129 1.0838 2.0396 0.3216
```

Relative energy (zero: lowest compared OMol25 entry of this formula, charge and spin)   418.27 kJ/mol
Charge   +1
E   -343.40485 Eh
Largest force on an atom   0.067 hartree/bohr
HOMO-LUMO gap   10.87 eV
Highest occupied orbital energy   -14.33 eV
SMILES string   CON1CC[NH2+]C1

Entry 9:
C4H11N2O | ωB97M-V/def2-TZVPD

Geometry as XYZ:
```
18
Properties=species:S:1:pos:R:3:mulliken_charge:R:1
C 0.7816 -1.3283 1.5450 -0.1800
C 2.3010 0.8250 -0.3689 -0.8702
C -1.8624 0.0411 -1.3685 -0.6322
C 0.4219 -0.0497 1.0673 0.1766
N 1.0284 0.8809 0.3769 -0.1316
N -1.9229 -0.4566 0.0097 -0.5058
O 0.1272 -2.2683 1.2421 -0.3573
H 1.6315 -1.3265 2.1608 0.4355
H 2.8361 1.7609 -0.2391 0.3545
H 2.8847 -0.1176 -0.2897 0.3529
H 2.2136 1.0326 -1.4272 0.3411
H -2.8616 0.3981 -1.4685 0.3304
H -1.1653 0.9297 -1.3412 0.1277
H -1.5569 -0.8031 -2.0129 0.2893
H -0.5548 0.3845 1.4487 0.4444
H 0.4204 1.6120 0.0793 0.3292
H -2.7597 -0.0956 0.4656 0.2573
H -1.9629 -1.4190 0.1208 0.2382
```

Relative energy (zero: lowest compared OMol25 entry of this formula, charge and spin)   413.93 kJ/mol
Charge   +1
E   -343.40650 Eh
Largest force on an atom   0.119 hartree/bohr
HOMO-LUMO gap (alpha / beta)   8.36 / 8.36 eV
Highest occupied orbital energy (alpha / beta)   -13.48 / -13.48 eV

Entry 10:
C4H11N2O | ωB97M-V/def2-TZVPD

Geometry as XYZ:
```
18
Properties=species:S:1:pos:R:3:mulliken_charge:R:1
C 0.2912 -1.2597 -1.4103 -0.7994
C 1.1482 -0.9640 1.3765 -0.3412
C -0.2125 -0.0368 -1.4952 -0.0343
C -1.4447 0.3876 1.8403 -0.8022
N -0.3049 0.9791 1.2003 -0.3287
N 0.6129 1.2677 -1.7310 -0.3087
O 0.8501 0.2509 1.0442 -0.0107
H 1.2491 -1.5005 -1.5597 0.3941
H -0.3875 -2.0779 -1.2911 0.2799
H 0.4243 -1.5222 1.9516 0.2605
H 2.1010 -1.4204 1.2719 0.3678
H -1.2214 0.2727 -1.3649 0.3345
H -2.2301 -0.0031 1.0584 0.2347
H -1.2774 -0.3667 2.6050 0.3317
H -2.0288 1.1720 2.1615 0.3569
H 0.0686 1.9082 -2.3629 0.3844
H 1.3445 1.1507 -2.3576 0.3418
H 1.0174 1.7624 -0.9372 0.3389
```

Relative energy (zero: lowest compared OMol25 entry of this formula, charge and spin)   744.14 kJ/mol
Charge   +1
E   -343.28073 Eh
Largest force on an atom   0.074 hartree/bohr
HOMO-LUMO gap (alpha / beta)   8.82 / 8.19 eV
Highest occupied orbital energy (alpha / beta)   -12.44 / -11.77 eV